Computed, not measured: a 7-piece molecular cluster, C16H50N4O7 overall, with the ωB97M-V functional and the def2-TZVPD basis.

Each line ends with the Mulliken charge.
Atoms and positions in Å:
C (5.2031, 3.8839, -3.6097)  -0.686
O (6.0224, 2.9768, -2.9170)  -0.367
C (5.6661, 1.6223, -3.2057)  -0.944
C (4.7372, 1.0450, -2.1465)  0.900
C (5.1324, 1.2710, -0.6799)  -1.336
N (4.5377, -0.3943, -2.3882)  -0.541
H (5.3042, 3.7766, -4.7039)  0.290
H (5.6178, 4.8890, -3.5118)  0.283
H (4.1486, 3.7710, -3.3555)  0.269
H (5.2815, 1.5832, -4.2264)  0.454
H (6.5988, 1.0496, -3.2308)  0.378
H (3.7705, 1.5576, -2.2207)  0.000
H (4.2705, 1.0651, -0.0469)  0.303
H (5.4577, 2.3034, -0.5132)  0.370
H (5.9383, 0.6090, -0.3575)  0.286
H (4.0138, -0.7406, -1.6017)  0.138
H (5.4040, -0.8810, -2.5593)  0.247
C (-2.9932, 2.4944, -2.2688)  -1.035
O (-2.1734, 1.3962, -1.9635)  -0.242
C (-2.3239, 0.3717, -2.9236)  -1.123
C (-1.2221, -0.6517, -2.7498)  0.160
C (-1.3181, -1.3597, -1.4069)  -0.554
N (0.1316, -0.0157, -2.9231)  -0.665
H (-2.8181, 3.3482, -1.6168)  0.297
H (-4.0482, 2.2205, -2.1418)  0.386
H (-2.9627, 2.8767, -3.2944)  0.354
H (-3.2880, -0.1575, -2.8724)  0.410
H (-2.3419, 0.7978, -3.9348)  0.548
H (-1.3086, -1.4107, -3.5311)  0.426
H (-0.5307, -2.1099, -1.3636)  0.584
H (-2.2385, -1.9483, -1.3765)  0.364
H (-1.2469, -0.6949, -0.5497)  -0.751
H (0.0569, 0.5028, -3.7967)  0.308
H (0.1084, 0.7155, -2.2092)  0.243
C (-2.6232, 4.2022, 2.4139)  -0.729
O (-1.4241, 3.4893, 2.4973)  -0.366
C (-1.6347, 2.1505, 2.9036)  -0.836
C (-1.9803, 1.2742, 1.7009)  0.909
C (-2.1642, -0.1890, 2.1089)  -1.671
N (-0.9123, 1.3437, 0.7018)  -0.020
H (-2.5363, 5.2063, 2.0007)  0.296
H (-3.1321, 4.3379, 3.3773)  0.307
H (-3.3812, 3.7066, 1.7936)  0.277
H (-0.7485, 1.7786, 3.4228)  0.359
H (-2.4149, 2.0862, 3.6717)  0.434
H (-2.9377, 1.5946, 1.2732)  0.107
H (-2.3981, -0.8398, 1.2638)  0.294
H (-2.9205, -0.3618, 2.8779)  0.527
H (-1.2434, -0.6139, 2.5139)  0.128
H (-1.3002, 1.1421, -0.2186)  -0.371
H (-0.6293, 2.3215, 0.6453)  0.364
C (-0.3011, -3.0230, 1.7701)  -0.460
O (-1.4309, -3.5489, 2.4444)  -0.375
C (-2.2696, -4.2888, 1.5838)  -0.349
C (-3.3824, -4.9170, 2.4015)  0.220
C (-4.2888, -3.8284, 3.0115)  -1.250
N (-2.7714, -5.7218, 3.4688)  -0.797
H (0.2871, -2.3778, 2.4210)  0.265
H (-0.6422, -2.3864, 0.9529)  -0.111
H (0.3315, -3.8598, 1.4721)  0.475
H (-2.6312, -3.5809, 0.8283)  0.106
H (-1.7497, -5.0984, 1.0584)  0.445
H (-3.9469, -5.6175, 1.7833)  0.327
H (-3.7208, -3.3097, 3.7910)  0.308
H (-5.1256, -4.2715, 3.5548)  0.372
H (-4.5820, -3.0380, 2.3185)  0.312
H (-2.1802, -5.1016, 4.0247)  0.292
H (-3.5130, -5.8979, 4.1485)  0.275
O (3.4422, 1.2579, 2.6690)  -0.614
H (2.9461, 1.8855, 2.1282)  0.261
H (4.0079, 1.8168, 3.2130)  0.294
O (1.5079, 0.1642, 0.5281)  -0.398
H (0.5938, 0.4964, 0.5535)  0.582
H (1.9308, 0.5896, 1.2834)  0.163
O (1.9874, -1.9049, -1.4155)  -0.723
H (1.2528, -1.6498, -1.9880)  0.322
H (2.0419, -1.1808, -0.7554)  0.298

Summary:
**SMILES**: COC[C@H](C)N.COC[C@H](C)N.COC[C@H](C)N.COC[C@H](C)N.O.O.O
**HOMO level**: -8.3 eV
**Energy relative to the best compared isomer or geometry (same formula, charge and spin)**: 74.2 kJ/mol
**Orbital gap**: 8.6 eV


Computed, not measured: a 7-piece molecular cluster, C16H50N4O7 overall, with the ωB97M-V functional and the def2-TZVPD basis.

Each line ends with the Mulliken charge.
Atoms and positions in Å:
C (10.2013, 15.9856, -0.7727)  -0.811
O (11.1957, 16.3974, -1.6946)  -0.237
C (10.9085, 16.1308, -3.0445)  -1.093
C (11.8642, 16.8722, -3.9576)  0.554
C (13.3732, 16.6420, -3.6289)  -0.636
N (11.5752, 18.3026, -4.0223)  -0.730
H (10.4825, 16.4837, 0.1526)  0.221
H (10.2873, 14.9026, -0.6346)  0.303
H (9.1798, 16.2340, -1.0651)  0.320
H (11.1579, 15.0815, -3.2736)  0.357
H (9.8822, 16.3818, -3.3190)  0.432
H (11.6868, 16.5068, -4.9764)  0.341
H (13.4785, 15.5611, -3.8254)  0.530
H (13.6166, 16.6099, -2.5642)  0.241
H (14.0727, 17.2516, -4.1867)  -0.188
H (11.8169, 18.6589, -3.0936)  0.379
H (12.4031, 18.6902, -4.4758)  0.186
C (19.4925, 19.6004, -5.0490)  -0.504
O (20.1696, 20.8191, -5.2542)  -0.398
C (20.9889, 21.2074, -4.1799)  -0.551
C (20.8682, 22.7335, -4.0017)  1.268
C (21.6085, 23.5047, -5.0737)  -1.517
N (21.3877, 23.1031, -2.6818)  -0.686
H (20.1246, 18.7159, -4.9154)  0.366
H (18.8344, 19.3866, -5.8899)  0.110
H (18.8807, 19.6613, -4.1424)  0.220
H (20.6810, 20.8531, -3.1882)  0.316
H (22.0176, 20.9075, -4.4133)  0.304
H (19.8041, 22.9351, -4.1272)  -0.522
H (21.1191, 23.3107, -6.0347)  0.348
H (22.6785, 23.3102, -5.1438)  0.334
H (21.4791, 24.5708, -4.8607)  0.403
H (22.3420, 22.7835, -2.5808)  0.250
H (21.3448, 24.1033, -2.5501)  0.276
C (17.0417, 23.1688, -4.3241)  -0.906
O (15.7496, 22.6570, -4.5165)  -0.449
C (15.6177, 21.4398, -3.7997)  -0.376
C (14.1464, 21.1533, -3.5681)  0.747
C (13.5073, 22.2593, -2.7149)  -1.673
N (13.9465, 19.8849, -2.8499)  -0.172
H (17.1261, 24.1790, -4.7267)  0.429
H (17.8520, 22.5039, -4.6342)  0.189
H (17.2312, 23.3648, -3.2550)  0.413
H (16.1287, 20.6060, -4.2945)  -0.007
H (16.1098, 21.5385, -2.8230)  0.598
H (13.6444, 20.9806, -4.5211)  -0.309
H (13.9105, 22.2412, -1.6983)  0.405
H (12.4626, 21.9609, -2.5544)  0.481
H (13.4553, 23.2883, -3.0640)  0.306
H (13.3451, 20.0262, -2.0471)  0.292
H (14.7980, 19.4859, -2.4623)  0.002
C (16.5479, 16.2212, -5.7493)  -1.023
O (16.1107, 17.5444, -5.8668)  0.048
C (15.9650, 17.9989, -7.1958)  -1.492
C (15.5495, 19.4557, -7.2237)  1.452
C (14.0743, 19.5517, -6.7571)  -1.146
N (15.7406, 19.9086, -8.5952)  -0.774
H (17.5762, 16.0239, -6.0723)  0.318
H (15.8883, 15.5710, -6.3395)  0.359
H (16.4957, 15.8462, -4.7272)  0.235
H (16.8302, 17.7747, -7.8390)  0.441
H (15.2715, 17.3125, -7.7164)  0.553
H (16.1356, 20.0677, -6.5374)  -0.357
H (13.4671, 18.9018, -7.3924)  0.425
H (13.6714, 20.5595, -6.8519)  0.495
H (14.0068, 19.1942, -5.7289)  -0.388
H (15.3540, 20.8418, -8.6712)  0.291
H (15.2963, 19.3039, -9.2731)  0.272
O (19.6470, 19.1563, -1.1418)  -0.633
H (19.8837, 18.2473, -0.9322)  0.294
H (18.7412, 19.1007, -1.4779)  0.316
O (16.7022, 18.4264, -3.3140)  -0.319
H (16.2631, 17.7069, -2.8388)  0.189
H (16.4618, 18.2878, -4.2564)  0.317
O (16.0894, 16.2391, -1.2420)  -0.539
H (15.5200, 15.5452, -0.8911)  0.274
H (16.9261, 16.1297, -0.7763)  0.238

Summary:
**SMILES**: COC[C@H](C)N.COC[C@H](C)N.COC[C@H](C)N.COC[C@H](C)N.O.O.O
**HOMO level**: -8.7 eV
**Energy relative to the best compared isomer or geometry (same formula, charge and spin)**: 112.4 kJ/mol
**Orbital gap**: 8.9 eV


Computed, not measured: a 9-piece molecular cluster, C16H50O15 overall, with the ωB97M-V functional and the def2-TZVPD basis.

Each line ends with the Mulliken charge.
Atoms and positions in Å:
O (-4.5811, 1.6413, 2.7599)  -0.507
C (-5.4067, 0.6382, 2.2212)  -0.479
C (-5.2078, 0.4705, 0.7256)  -0.438
O (-3.9337, -0.0695, 0.3770)  -0.218
H (-3.6494, 1.3380, 2.7882)  0.313
H (-5.2778, -0.3805, 2.6775)  0.269
H (-6.4139, 1.0816, 2.2999)  0.375
H (-5.2548, 1.5081, 0.3019)  0.288
H (-5.9395, -0.2487, 0.3298)  0.360
H (-3.8246, -0.8884, 0.9114)  0.193
O (0.5619, 1.2671, -0.5991)  0.663
C (0.6564, 2.5110, -1.2616)  -0.236
C (2.1061, 2.9007, -1.1411)  -0.495
O (2.4902, 3.0203, 0.2527)  -0.567
H (-0.3390, 1.2324, -0.2423)  -0.038
H (0.4604, 2.3847, -2.3466)  0.110
H (0.0350, 3.2849, -0.8229)  0.218
H (2.2466, 3.8898, -1.6172)  0.401
H (2.7089, 2.1189, -1.6252)  0.163
H (2.3153, 2.1808, 0.6381)  0.038
O (2.0618, -0.2615, 2.6344)  -0.438
C (2.7109, 0.5536, 3.5853)  -0.627
C (3.1091, 1.9049, 3.1440)  -0.265
O (4.0931, 2.3669, 4.0534)  -0.569
H (2.7167, -0.7729, 2.1392)  0.179
H (2.1316, 0.6053, 4.5096)  0.305
H (3.6463, 0.1041, 3.9302)  0.395
H (2.2817, 2.6247, 3.0418)  0.236
H (3.5152, 1.7698, 2.1423)  0.286
H (4.3018, 3.2459, 3.7567)  0.369
O (4.6310, -2.9769, -1.6729)  -0.529
C (4.5282, -3.0078, -0.3292)  -0.461
C (4.5706, -1.5318, 0.2434)  0.204
O (4.0866, -1.6898, 1.6400)  -0.614
H (5.4851, -2.7927, -2.0807)  0.309
H (3.5385, -3.3905, -0.0650)  0.223
H (5.2754, -3.6973, 0.0633)  0.347
H (3.8529, -0.9359, -0.3176)  -0.320
H (5.4798, -1.0839, 0.3364)  0.559
H (4.9218, -1.6758, 2.1344)  0.289
O (-1.9606, 1.7726, 0.0894)  -0.504
C (-1.7364, 2.6934, 1.1530)  -1.112
C (-1.0196, 2.0460, 2.3310)  0.268
O (-1.8255, 0.9968, 2.8451)  -0.586
H (-2.7199, 1.1848, 0.3407)  0.125
H (-1.0919, 3.4772, 0.7711)  0.343
H (-2.6720, 3.1165, 1.4638)  0.669
H (-0.9058, 2.7373, 3.1127)  0.493
H (-0.1077, 1.5677, 1.9438)  -0.295
H (-1.3446, 0.1263, 2.6968)  0.533
O (2.6525, -0.4479, -2.5938)  -0.438
C (1.3895, -0.2063, -3.3427)  -0.182
C (1.2783, -1.0295, -4.5788)  -0.471
O (2.1673, -0.7025, -5.6116)  -0.560
H (2.6114, -1.4023, -2.4110)  0.263
H (0.4675, -0.3138, -2.8151)  0.122
H (1.3650, 0.8287, -3.6602)  0.289
H (0.2175, -0.9862, -4.9045)  0.211
H (1.5223, -2.0112, -4.2161)  0.378
H (3.0532, -0.6119, -5.2129)  0.323
C (-2.9798, -0.0325, -4.8240)  -1.173
C (-2.8020, -0.6100, -3.3796)  -0.137
O (-2.1435, 0.3889, -2.6219)  -0.392
H (-3.1484, -0.8844, -5.5238)  0.346
H (-2.0428, 0.5180, -5.1084)  0.252
H (-3.8709, 0.6211, -5.0142)  0.341
H (-2.2136, -1.5020, -3.4243)  0.317
H (-3.7501, -0.7788, -2.8985)  0.288
H (-2.1345, 0.0595, -1.7185)  0.039
C (-2.9732, -3.8060, 1.7216)  -0.803
O (-2.9858, -2.3803, 1.6885)  -0.436
H (-2.4701, -4.2262, 0.8521)  0.251
H (-2.6204, -4.1286, 2.6747)  0.340
H (-4.0337, -4.0512, 1.7125)  0.281
H (-2.2426, -2.1441, 2.2414)  0.240
C (0.0166, -1.7278, 0.7910)  -0.328
O (-0.3212, -1.1630, 2.0839)  -0.431
H (0.5666, -2.6518, 0.9673)  0.309
H (-0.9693, -1.8677, 0.2900)  0.192
H (0.6043, -0.9926, 0.2045)  -0.111
H (0.4836, -0.7163, 2.3690)  0.452

Summary:
**SMILES**: OCCO.OCCO.OCCO.OCCO.OCCO.OCCO.CCO.CO.CO
**HOMO level**: -9.5 eV
**Orbital gap**: 9.8 eV


Question: HOMO level of number 2 (C16H50N4O7)?
Answer: -8.7 eV


Question: Look up the orbital gap of the first one.
Answer: 8.6 eV


Question: Which of these has the highest HOMO level?
Answer: number 1


Question: The lowest orbital gap belongs to which entry?
Answer: number 1